[1]
Entry from the OMol25 dataset: a cluster of 2 separate species, C4H10O in total (the ωB97M-V functional and the def2-TZVPD basis).

Computed properties:
Energy: -233.60639 Ha
Relative energy (zero: lowest compared OMol25 entry of this formula, charge and spin): 1.049 eV
SMILES: C/C=C/C.O
HOMO: -9.114 eV
Charge: 0
M: 74.12 g mol⁻¹

Geometry (Å):
C  0.6955  0.2817  0.5530
C  -0.6250  0.0979  0.4503
C  -1.3165  -1.1020  1.0069
C  1.3578  1.5238  0.0664
H  1.2453  -0.3782  1.1704
H  -1.2525  0.7365  -0.2076
H  -2.3682  -0.9069  1.1472
H  -1.2584  -1.9103  0.2258
H  -0.8131  -1.4156  1.9258
H  0.8784  2.1223  -0.7021
H  2.4264  1.4073  -0.1058
H  1.3274  2.1465  1.0007
H  0.1982  -0.7267  -2.8834
H  0.0000  -0.9405  -1.4059
O  -0.4951  -0.9359  -2.2417

Forces on the atoms, in the same order (eV/Å):
-1.8477 0.9406 -0.8802
0.1066 0.0518 -0.6691
0.4257 -0.6479 -0.8790
0.6838 0.8327 1.9607
0.6984 -0.6291 0.5225
0.6624 -0.2070 0.5618
-0.2841 -0.0217 0.3800
-0.1258 0.4366 0.8775
-0.3370 -0.2232 -0.1117
-0.1801 -0.4113 -0.2156
-0.0302 -0.1140 -0.4193
0.2106 0.0414 -0.8137
-0.3207 -0.0772 -0.0350
-0.2788 0.1090 -0.1059
0.6169 -0.0807 -0.1731

=====

[2]
Entry from the OMol25 dataset: a cluster of 2 separate species, C4H10O in total (the ωB97M-V functional and the def2-TZVPD basis).

Computed properties:
Energy: -233.49218 Ha
Relative energy (zero: lowest compared OMol25 entry of this formula, charge and spin): 4.157 eV
HOMO (spin up / spin down): -7.036 / -6.824 eV
Charge: 0
M: 74.12 g mol⁻¹

Geometry (Å):
C  -1.4744  1.3486  -0.1292
O  -0.1782  1.1251  -0.1255
C  0.4249  -0.0228  -0.1567
C  -0.3663  -1.2319  -0.4963
C  1.9173  0.0323  -0.1852
H  -1.1364  0.3331  1.9585
H  -2.1584  0.5689  -0.4334
H  -1.7361  2.3945  -0.0877
H  -0.4790  -0.0432  2.0067
H  -0.7754  -1.1619  -1.5201
H  -1.2278  -1.3549  0.1755
H  0.2553  -2.1286  -0.4334
H  2.3516  -0.7484  0.4497
H  2.2642  1.0041  0.1768
H  2.3186  -0.1150  -1.1995

Forces on the atoms, in the same order (eV/Å):
-0.3931 0.0421 -0.1535
0.2869 0.1388 0.0256
0.0478 -0.2825 -0.0548
0.0164 -0.0319 0.0423
0.0160 0.0266 0.0267
0.0988 -0.0729 0.0596
0.0983 0.0855 0.0255
0.0385 -0.1407 -0.0131
-0.0819 0.0336 0.0799
0.0256 0.0285 0.1058
0.1299 0.0432 -0.0810
-0.0761 0.1474 -0.0319
-0.0764 0.1063 -0.0956
-0.0626 -0.1379 -0.0466
-0.0681 0.0139 0.1110

=====

[3]
Entry from the OMol25 dataset: a cluster of 2 separate species, C4H10O in total (the ωB97M-V functional and the def2-TZVPD basis).

Computed properties:
Energy: -233.53235 Ha
Relative energy (zero: lowest compared OMol25 entry of this formula, charge and spin): 3.064 eV
HOMO: -8.397 eV
Charge: 0
M: 74.12 g mol⁻¹

Geometry (Å):
C  2.0119  -0.4812  -0.5902
O  0.6537  -0.9018  -0.7791
C  -0.1715  0.0311  -1.1825
C  -1.5218  -0.6132  -1.3349
C  -0.4732  1.0683  1.9428
H  2.4429  -1.1266  0.1773
H  2.0307  0.5664  -0.2851
H  2.5547  -0.6086  -1.5301
H  -0.3296  1.3976  0.9089
H  -1.5751  -1.6641  -1.0212
H  -1.8117  -0.5240  -2.3900
H  -2.2487  -0.0113  -0.7763
H  -1.3876  1.5099  2.3469
H  0.3800  1.3797  2.5513
H  -0.5548  -0.0223  1.9623

Forces on the atoms, in the same order (eV/Å):
0.3219 0.0492 0.0418
-0.2762 0.3148 -0.1396
-0.0914 -0.5403 -0.0012
0.0086 0.0717 0.0220
0.0005 -0.0065 -0.0101
-0.0665 0.0975 -0.0922
-0.0046 -0.1495 -0.0501
-0.0749 0.0076 0.1334
-0.0238 -0.0147 0.2119
0.0514 0.1482 -0.0354
0.0539 0.0301 0.1306
0.0869 -0.0605 -0.0906
0.1339 -0.0654 -0.0517
-0.1259 -0.0421 -0.0850
0.0063 0.1601 0.0162

=====

[4]
Entry from the OMol25 dataset: a cluster of 2 separate species, C4H10O in total (the ωB97M-V functional and the def2-TZVPD basis).

Computed properties:
Energy: -233.61003 Ha
Relative energy (zero: lowest compared OMol25 entry of this formula, charge and spin): 0.950 eV
SMILES: C=C(C)C.O
HOMO: -9.281 eV
Charge: 0
M: 74.12 g mol⁻¹

Geometry (Å):
C  0.4590  -0.3355  1.5345
C  -0.3179  -0.1785  0.2533
C  -1.4178  0.8520  0.2189
C  -0.1367  -1.0090  -0.7752
O  1.4890  0.6109  -2.0213
H  0.7557  0.6199  1.9844
H  1.3621  -0.9366  1.3843
H  -0.1738  -0.8527  2.2646
H  1.0333  0.6569  -1.1636
H  -2.2884  0.4546  0.7533
H  -1.1404  1.7962  0.7028
H  -1.7204  1.0733  -0.8101
H  -0.7096  -0.9217  -1.6945
H  0.6376  -1.7742  -0.7675
H  2.1683  -0.0558  -1.8641

Forces on the atoms, in the same order (eV/Å):
0.0230 -0.0458 0.0933
-0.2332 -0.4125 -0.0262
-0.0854 0.0466 0.0131
-0.2158 -0.1224 0.2807
0.5283 0.4100 -0.0034
-0.1049 -0.0999 -0.1781
-0.1795 0.0548 0.0304
0.1156 0.0833 0.0465
0.2008 -0.0112 -0.5497
0.0268 0.1559 -0.0212
0.0529 -0.2023 -0.0518
0.0143 -0.0793 0.1855
0.0469 0.0039 0.1968
-0.1629 0.0777 0.1078
-0.0268 0.1412 -0.1237

=====

[5]
Entry from the OMol25 dataset: a cluster of 2 separate species, C4H10O in total (the ωB97M-V functional and the def2-TZVPD basis).

Computed properties:
Energy: -233.60477 Ha
Relative energy (zero: lowest compared OMol25 entry of this formula, charge and spin): 1.093 eV
SMILES: C/C=C\O.C
HOMO: -8.649 eV
Charge: 0
M: 74.12 g mol⁻¹

Geometry (Å):
C  -1.7885  -1.7155  -0.2157
C  -0.3084  -1.5728  -0.4096
C  0.4203  -0.7256  0.3112
C  1.2500  2.2522  -0.2186
O  -0.1501  0.0191  1.3090
H  -2.1879  -0.8248  0.2785
H  -2.0224  -2.5787  0.4180
H  -2.3098  -1.8471  -1.1699
H  0.2064  -2.2037  -1.1289
H  0.4816  1.5222  -0.4472
H  1.4847  -0.5730  0.1369
H  2.1939  1.9681  -0.6876
H  0.9155  3.2322  -0.5581
H  1.3939  2.2805  0.8672
H  0.4208  0.7669  1.5150

Forces on the atoms, in the same order (eV/Å):
-0.0985 -0.0152 0.0147
0.1131 0.0833 0.1782
0.0139 -0.2804 -0.2580
0.0328 0.1237 0.1310
0.0511 -0.0023 0.1562
0.0203 -0.1790 -0.0765
-0.0337 0.0695 -0.1013
0.1055 -0.0186 0.1370
-0.0729 0.1735 0.0447
0.0290 0.1027 -0.2297
-0.1660 -0.1366 0.1442
-0.1546 0.1061 -0.0221
0.1761 -0.0346 0.0309
0.0791 0.1890 -0.1544
-0.0952 -0.1811 0.0052

=====

[6]
Entry from the OMol25 dataset: a cluster of 2 separate species, C4H10O in total (the ωB97M-V functional and the def2-TZVPD basis).

Computed properties:
Energy: -233.55273 Ha
Relative energy (zero: lowest compared OMol25 entry of this formula, charge and spin): 2.509 eV
SMILES: C=CC.CO
HOMO: -9.306 eV
Charge: 0
M: 74.12 g mol⁻¹

Geometry (Å):
C  1.5659  -1.3701  -1.7628
O  2.3967  -2.2158  -2.5177
H  1.4727  -0.3097  -2.2478
H  2.0343  -1.2775  -0.7778
H  0.6186  -1.9236  -1.6583
H  2.9163  -1.6309  -3.0470
C  -2.0582  0.1783  1.6177
C  -1.4299  1.4606  1.0471
C  -0.0083  1.5994  1.1084
H  -2.5055  0.3818  2.6649
H  -1.3743  -0.6362  1.7755
H  -2.8797  -0.0179  0.9324
H  -1.8049  2.2062  0.3716
H  0.3763  2.5299  0.6500
H  0.6798  1.0256  1.8436

Forces on the atoms, in the same order (eV/Å):
-0.2306 1.0149 0.0282
0.0266 -0.3641 -0.4423
-0.2415 -1.9481 0.9349
-0.3763 0.3923 0.1242
0.0543 0.8009 -0.0041
0.7558 0.1161 -0.6265
-1.5864 2.5528 1.1182
6.4373 -1.4771 0.7151
-3.1198 0.2834 1.3094
0.4290 -0.1822 -1.6399
0.3678 -0.1814 -0.4666
-0.1175 -0.8102 0.2587
-1.2216 -0.1521 0.0374
0.1483 -0.7907 0.2850
-1.3253 0.7454 -1.6317

=====

[7]
Entry from the OMol25 dataset: a cluster of 2 separate species, C4H10O in total (the ωB97M-V functional and the def2-TZVPD basis).

Computed properties:
Energy: -233.48062 Ha
Relative energy (zero: lowest compared OMol25 entry of this formula, charge and spin): 4.472 eV
HOMO (spin up / spin down): -7.142 / -7.326 eV
Charge: 0
M: 74.12 g mol⁻¹

Geometry (Å):
C  0.8452  -0.7356  -1.8998
C  -0.4473  -0.6897  -1.0807
C  -0.1918  -0.3159  0.3412
O  -1.0480  0.4499  0.9348
C  -0.9807  0.9127  2.1621
H  1.5582  -1.4466  -1.4666
H  0.6467  -1.0501  -2.9296
H  1.3257  0.2479  -1.9217
H  -0.9441  -1.6713  -1.1440
H  -1.1454  0.0404  -1.5058
H  1.1826  1.4292  0.8078
H  0.5417  -0.8289  0.9618
H  -0.3560  0.3841  2.8749
H  0.8551  1.7802  1.4086
H  -1.8420  1.4936  2.4570

Forces on the atoms, in the same order (eV/Å):
0.0714 -0.0063 -0.0368
-0.0512 0.0320 0.0085
0.2675 -0.3163 -0.1084
-0.2977 0.1329 -0.2252
-0.0623 -0.0306 0.4130
-0.1036 0.1022 -0.0590
0.0223 0.0473 0.1531
-0.0719 -0.1421 -0.0053
0.0612 0.1227 0.0333
0.0949 -0.0929 0.0604
-0.0228 0.0846 0.1176
-0.0797 0.0727 -0.0923
-0.0585 0.0913 -0.0832
0.1080 -0.0393 -0.1330
0.1226 -0.0585 -0.0428

=====

[8]
Entry from the OMol25 dataset: a cluster of 2 separate species, C4H10O in total (the ωB97M-V functional and the def2-TZVPD basis).

Computed properties:
Energy: -233.58099 Ha
Relative energy (zero: lowest compared OMol25 entry of this formula, charge and spin): 1.740 eV
SMILES: C=CC.CO
HOMO: -9.732 eV
Charge: 0
M: 74.12 g mol⁻¹

Geometry (Å):
C  -5.7891  0.0840  -0.5597
O  -6.6128  1.1585  -0.8990
H  -4.9892  0.1739  0.1776
H  -6.4045  -0.7769  -0.2700
H  -5.2707  -0.2306  -1.4704
H  -6.8486  1.5680  -0.0627
C  4.8571  0.2697  1.5339
C  5.0473  -0.4906  0.2436
C  4.1649  -1.2201  -0.4031
H  4.7215  1.3106  1.2718
H  4.0072  -0.1201  2.0868
H  5.7481  0.2207  2.1496
H  6.0895  -0.4458  -0.0709
H  4.5018  -1.8441  -1.2225
H  3.2354  -1.4704  0.0805

Forces on the atoms, in the same order (eV/Å):
0.3004 -1.9973 -0.9553
0.2456 0.7975 0.6608
-0.2458 0.8338 0.2773
0.0899 -0.0134 0.1682
-0.0948 0.0886 -0.0213
-0.2954 0.2909 -0.1298
-0.2438 -0.4244 -0.6698
1.1284 0.4234 0.9104
0.4207 -0.9958 0.3803
-0.2469 0.4001 0.2021
-0.1539 0.2215 0.1228
0.1230 -0.1421 0.1207
-0.2188 0.0462 -0.5717
-0.2941 0.2307 -0.2289
-0.5146 0.2404 -0.2658